Molecular formula: C21H23FN4O2
Method: DFT, ωB97M-V with the def2-TZVPD basis set

Atoms and positions in Å:
1 F -4.4436 -1.9759 -1.0347
2 C -3.3460 -2.1718 -0.2649
3 C -3.5315 -2.5676 1.0468
4 C -2.4233 -2.7661 1.8498
5 C -1.1536 -2.5785 1.3310
6 C -0.9887 -2.1923 0.0139
7 C -2.0858 -1.9797 -0.8109
8 C -1.9067 -1.4839 -2.2259
9 C -1.3947 -0.0963 -2.1204
10 N -2.1031 0.9759 -2.3224
11 O -1.2839 2.0136 -1.9874
12 C -0.1218 1.4729 -1.5976
13 C 0.9488 2.3488 -1.0498
14 N 1.4530 1.9452 0.2557
15 C 0.5012 1.2378 1.1123
16 C -0.8829 1.8163 1.0546
17 C -1.1190 3.1781 1.2225
18 C -2.4173 3.6443 1.1168
19 C -3.4358 2.7383 0.8626
20 C -3.1014 1.3996 0.7393
21 N -1.8626 0.9499 0.8302
22 C 2.7431 1.2869 0.2349
23 C 2.7814 -0.1365 -0.3626
24 C 4.1960 -0.5343 -0.8175
25 C 4.2851 -2.0044 -0.4161
26 C 3.4364 -2.0060 0.8524
27 O 2.3729 -1.1136 0.5968
28 N -0.1306 0.1794 -1.6864
29 H -4.5341 -2.7039 1.4215
30 H -2.5552 -3.0632 2.8792
31 H -0.2845 -2.7222 1.9543
32 H 0.0030 -2.0282 -0.3779
33 H -1.1739 -2.1010 -2.7485
34 H -2.8534 -1.4808 -2.7637
35 H 0.5235 3.3571 -0.9732
36 H 1.7834 2.3852 -1.7548
37 H 0.4302 0.1723 0.8627
38 H 0.8844 1.3236 2.1354
39 H -0.2941 3.8445 1.4230
40 H -2.6329 4.6977 1.2282
41 H -4.4597 3.0613 0.7608
42 H -3.8533 0.6466 0.5444
43 H 3.4286 1.9265 -0.3282
44 H 3.0937 1.2341 1.2695
45 H 2.0657 -0.1905 -1.1926
46 H 4.3415 -0.3735 -1.8832
47 H 4.9399 0.0471 -0.2690
48 H 5.3040 -2.3411 -0.2408
49 H 3.8226 -2.6356 -1.1753
50 H 3.0055 -2.9796 1.0935
51 H 4.0291 -1.6565 1.7118

Output
HOMO level in Ha: -0.312
Gap between HOMO and LUMO in Eh: 0.34067
Charge: 0
LUMO level in eV: 0.7800
ΔE to the lowest compared entry with this formula, charge and spin in kcal/mol: 52.6

Results of the natural (NBO) charge analysis, in e, for atoms 1 through 5:
1. F -0.341
2. C 0.457
3. C -0.306
4. C -0.196
5. C -0.209


Molecular formula: C20H27N5O5S
Method: DFT, ωB97M-V with the def2-TZVPD basis set

Atoms and positions in Å:
1 C -4.7678 -2.0537 -0.8453
2 C -5.7741 -1.6579 0.2290
3 C -5.1271 -0.8143 1.3361
4 C -4.4495 0.3857 0.7799
5 N -5.0795 1.5130 0.4949
6 N -4.1979 2.3666 -0.0220
7 C -4.5777 3.6899 -0.4238
8 C -2.9687 1.8137 -0.0843
9 C -1.7092 2.3117 -0.5662
10 O -1.4621 3.3928 -1.0659
11 N -0.7245 1.3431 -0.4071
12 C -0.9067 0.0793 0.1174
13 C 0.2827 -0.7806 0.1900
14 C 1.5374 -0.2135 0.3726
15 C 2.6660 -1.0052 0.4370
16 S 4.2475 -0.2040 0.6225
17 O 5.2833 -1.1972 0.5992
18 O 4.2114 0.7018 1.7405
19 N 4.2754 0.7354 -0.7693
20 C 4.6348 -0.0030 -1.9534
21 C 4.7868 2.0867 -0.6254
22 C 3.6228 3.0762 -0.4921
23 O 2.7256 2.7101 0.5239
24 C 2.5735 -2.3774 0.3278
25 C 1.3336 -2.9641 0.1520
26 C 0.1719 -2.1901 0.0824
27 O -1.0599 -2.6866 -0.0945
28 C -1.2664 -4.0772 -0.2761
29 C -0.9579 -4.5298 -1.6998
30 N -2.0464 -0.3565 0.5305
31 C -3.0845 0.5110 0.4321
32 H -4.5007 -1.1933 -1.4542
33 H -3.8563 -2.4310 -0.3890
34 H -5.1846 -2.8176 -1.4986
35 H -6.1987 -2.5551 0.6847
36 H -6.5899 -1.0903 -0.2221
37 H -4.3768 -1.4134 1.8544
38 H -5.8953 -0.5002 2.0442
39 H -4.9502 4.2492 0.4358
40 H -3.7011 4.1854 -0.8372
41 H -5.3677 3.6383 -1.1743
42 H 0.2033 1.6271 -0.6986
43 H 1.6596 0.8517 0.4932
44 H 5.7114 -0.1962 -2.0105
45 H 4.3130 0.5472 -2.8373
46 H 4.1136 -0.9579 -1.9173
47 H 5.4033 2.1402 0.2778
48 H 5.4052 2.3492 -1.4859
49 H 3.0428 3.1100 -1.4195
50 H 4.0319 4.0791 -0.2986
51 H 3.2317 2.2841 1.2373
52 H 3.4727 -2.9702 0.3839
53 H 1.2807 -4.0376 0.0724
54 H -2.3305 -4.2181 -0.0690
55 H -0.6954 -4.6569 0.4579
56 H 0.0907 -4.3770 -1.9432
57 H -1.1947 -5.5844 -1.8078
58 H -1.5605 -3.9596 -2.4020

Output
HOMO level in Ha: -0.301
Gap between HOMO and LUMO in Eh: 0.31148
Charge: 0
LUMO level in eV: 0.2795
ΔE to the lowest compared entry with this formula, charge and spin in kcal/mol: 39.1

Results of the natural (NBO) charge analysis, in e, for atoms 1 through 5:
1. C -0.616
2. C -0.379
3. C -0.431
4. C 0.131
5. N -0.230


Molecular formula: C4H13N4
Method: DFT, ωB97M-V with the def2-TZVPD basis set

Atoms and positions in Å:
1 C 0.5732 -1.1976 1.8243
2 N 2.4468 1.8809 0.7591
3 C 1.5627 0.8269 0.7610
4 N 1.6405 -0.2478 1.6156
5 H 0.9544 -2.2043 1.6455
6 H -0.2548 -0.9835 1.1519
7 H 0.1815 -1.1117 2.8451
8 H 3.2571 1.9518 1.3432
9 H 2.3231 2.5163 0.0043
10 H 0.7780 0.7624 0.0217
11 H 2.4504 -0.3535 2.2012
12 C -2.7310 -0.0054 -0.4969
13 N -0.3756 0.3358 -2.0283
14 C -1.0847 -0.9295 -1.8723
15 N -2.0447 -1.1404 -1.0979
16 H -2.9559 -0.2120 0.5499
17 H -3.6615 0.1527 -1.0331
18 H -2.1384 0.9171 -0.4823
19 H 0.5306 0.0477 -2.3868
20 H -0.7748 0.7524 -2.8766
21 H -0.6769 -1.7584 -2.4487

Output
HOMO level (spin up / spin down) in Ha: -0.149 / -0.312
Gap between HOMO and LUMO (spin up / spin down) in Eh: 0.18478 / 0.34584
Charge: 0
LUMO level (spin up / spin down) in eV: 0.9646 / 0.9209
Multiplicity: 2
⟨S²⟩: 0.75
ΔE to the lowest compared entry with this formula, charge and spin in kcal/mol: 18.9

Results of the natural (NBO) charge analysis, in e, for atoms 1 through 5:
1. C -0.396
2. N -0.857
3. C 0.000
4. N -0.637
5. H 0.188


Molecular formula: BrH3NP
Method: DFT, ωB97M-V with the def2-TZVPD basis set

Atoms and positions in Å:
1 N 0.1675 -0.3340 -0.1507
2 P -0.6457 3.8929 -1.1269
3 Br -1.2697 3.2199 -3.1479
4 H -0.1210 0.2588 0.6684
5 H -0.6329 -0.6890 -0.5543
6 H 0.5915 0.3776 -0.7686

Output
HOMO level (spin up / spin down) in Ha: -0.320 / -0.320
Gap between HOMO and LUMO (spin up / spin down) in Eh: 0.25567 / 0.25471
Charge: 0
LUMO level (spin up / spin down) in eV: -1.7593 / -1.7780
ΔE to the lowest compared entry with this formula, charge and spin in kcal/mol: 52.6

Results of the natural (NBO) charge analysis, in e, for atoms 1 through 5:
1. N -1.059
2. P 0.212
3. Br -0.213
4. H 0.353
5. H 0.353


Molecular formula: CH2Cl2N2
Method: DFT, ωB97M-V with the def2-TZVPD basis set

Atoms and positions in Å:
1 C 0.0351 0.1590 0.2073
2 N -1.2728 0.2389 -0.2109
3 N 1.1603 -0.7943 0.2690
4 Cl -2.0270 1.7147 -0.0891
5 Cl 0.8325 -2.4150 -0.0515
6 H 0.8727 0.0618 -0.7503
7 H 0.3992 1.0348 0.6254

Output
HOMO level in Ha: -0.342
Gap between HOMO and LUMO in Eh: 0.31540
Charge: 0
LUMO level in eV: -0.7282
ΔE to the lowest compared entry with this formula, charge and spin in kcal/mol: 115.7

Results of the natural (NBO) charge analysis, in e, for atoms 1 through 5:
1. C 0.003
2. N -0.486
3. N -0.465
4. Cl 0.151
5. Cl 0.171


Molecular formula: C33H28NO4P2Re
Method: DFT, ωB97M-V with the def2-TZVPD basis set

Atoms and positions in Å:
1 Re 0.3756 -0.1437 0.4664
2 O -2.5447 2.7606 0.8317
3 C -1.8238 1.7083 0.6616
4 O -0.5777 1.7033 0.7363
5 C -2.5255 0.4426 0.3800
6 C -3.8960 0.2667 0.3492
7 C -4.3995 -1.0167 0.1448
8 C -3.5173 -2.0690 -0.0243
9 C -2.1505 -1.8081 0.0130
10 N -1.6596 -0.5812 0.2137
11 C -1.1346 -2.8660 -0.2075
12 O -1.2731 -4.0061 -0.4468
13 O 0.1613 -2.2706 -0.0965
14 H -2.0256 3.5588 1.0493
15 H -4.5508 1.1163 0.4910
16 H -5.4676 -1.1839 0.1248
17 H -3.8537 -3.0856 -0.1817
18 C 2.6637 -2.6340 1.4411
19 C 2.7287 -3.0688 -0.0348
20 P 1.4748 -2.4091 -1.1180
21 C 1.4794 -0.6374 -1.3833
22 C 0.2304 0.0072 -1.7103
23 C 0.3046 1.3197 -2.3075
24 C 1.4928 1.9249 -2.5288
25 C 2.7201 1.2433 -2.2639
26 C 2.7196 0.0010 -1.7331
27 C 1.1784 -3.3742 -2.5420
28 C 1.6440 -4.7000 -2.6227
29 C 1.4062 -5.4462 -3.7595
30 C 0.7000 -4.8906 -4.8203
31 C 0.2404 -3.5776 -4.7555
32 C 0.4807 -2.8179 -3.6304
33 P 4.0380 -1.5806 2.0943
34 C 5.4688 -2.3084 1.2440
35 C 5.8945 -2.0907 -0.0696
36 C 6.9742 -2.7917 -0.5831
37 C 7.6348 -3.7291 0.2016
38 C 7.2207 -3.9571 1.5050
39 C 6.1507 -3.2434 2.0283
40 C 3.6624 0.0073 1.2650
41 C 4.7118 0.7873 0.7871
42 C 4.5249 2.1197 0.4299
43 C 3.2935 2.7388 0.5910
44 C 2.2536 2.0200 1.1484
45 C 2.3961 0.6461 1.4231
46 H 2.6842 -3.5403 2.0511
47 H 1.7124 -2.1665 1.7160
48 H 2.5733 -4.1501 -0.0961
49 H 3.7137 -2.8894 -0.4806
50 H -0.6431 -0.5855 -1.9664
51 H -0.6119 1.7891 -2.6410
52 H 1.5185 2.9019 -2.9911
53 H 3.6571 1.7077 -2.5388
54 H 3.6467 -0.5384 -1.5935
55 H 2.1961 -5.1645 -1.8184
56 H 1.7712 -6.4617 -3.8216
57 H 0.5166 -5.4801 -5.7087
58 H -0.2898 -3.1474 -5.5929
59 H 0.1536 -1.7878 -3.6194
60 H 5.4134 -1.3525 -0.6990
61 H 7.3078 -2.5991 -1.5937
62 H 8.4807 -4.2698 -0.1999
63 H 7.7422 -4.6733 2.1244
64 H 5.8603 -3.4028 3.0603
65 H 5.7086 0.3729 0.7332
66 H 5.3707 2.6925 0.0713
67 H 3.1726 3.7899 0.3705
68 H 1.3440 2.5408 1.4032
69 H 1.6790 0.2835 2.1916

Output
HOMO level (spin up / spin down) in Ha: -0.588 / -0.588
Gap between HOMO and LUMO (spin up / spin down) in Eh: 0.20765 / 0.20366
Charge: +3
LUMO level (spin up / spin down) in eV: -10.3392 / -10.4499
Multiplicity: 2
⟨S²⟩: 0.76

Results of the natural (NBO) charge analysis, in e, for atoms 1 through 5:
1. Re 1.218
2. O -0.565
3. C 0.822
4. O -0.610
5. C 0.036